(1)
{
  "formula": "C37H58N2O13S4",
  "method": "the ωB97M-V functional and the def2-TZVPD basis",
  "orbital_gap_ev": 7.92,
  "symbols": ["C", "C", "O", "O", "C", "C", "C", "C", "C", "C", "C", "C", "N", "C", "C", "C", "C", "C", "C", "C", "O", "C", "O", "C", "C", "N", "C", "O", "H", "H", "H", "H", "H", "H", "H", "H", "H", "H", "H", "H", "H", "H", "H", "H", "H", "H", "H", "H", "H", "H", "H", "H", "H", "H", "C", "C", "C", "S", "O", "O", "C", "H", "H", "H", "H", "H", "H", "H", "H", "C", "C", "C", "S", "O", "O", "C", "H", "H", "H", "H", "H", "H", "H", "H", "C", "C", "C", "S", "O", "O", "C", "H", "H", "H", "H", "H", "H", "H", "H", "C", "C", "C", "S", "O", "O", "C", "H", "H", "H", "H", "H", "H", "H", "H"],
  "coordinates": [[4.09318, -0.61422, 1.68002], [3.73464, -1.01281, 0.19864], [3.58883, -2.19830, -0.00435], [3.63932, -0.08290, -0.81757], [2.39331, -0.17707, -1.54608], [1.47089, 1.01567, -1.08784], [-0.09308, 0.63594, -1.15936], [-0.91763, 1.82144, -1.71526], [-1.10013, 3.01062, -1.06696], [-0.52192, 3.29045, 0.35749], [-1.72375, 3.18822, 1.40034], [-1.56306, 2.01306, 2.44410], [-1.82045, 0.67275, 1.88527], [-3.11485, 0.09937, 2.30535], [-3.75046, -0.72317, 1.11955], [-2.91984, -1.41164, 0.12320], [-3.49004, -2.20653, -0.97144], [-4.93325, -2.35313, -1.11033], [-5.77145, -1.67186, -0.12792], [-5.20794, -0.87214, 0.95802], [-6.01322, -0.21904, 1.91840], [-1.90842, 4.19062, -1.70249], [-2.24968, 5.17357, -1.07554], [-2.26498, 4.09125, -3.20110], [-2.13183, 2.88278, -3.86504], [-2.45850, 2.62822, -5.24591], [-1.57725, 1.63512, -3.10172], [-1.67583, 0.51627, -3.56175], [3.69438, 0.38914, 1.96990], [5.21710, -0.60399, 1.76932], [3.72004, -1.37526, 2.40406], [1.85282, -1.14540, -1.42090], [2.64302, -0.00367, -2.62986], [1.66401, 1.96983, -1.65258], [1.69856, 1.23149, -0.00975], [-0.37418, 0.31947, -0.12679], [-0.16684, -0.28813, -1.79975], [0.36296, 2.66506, 0.62036], [-0.17196, 4.36315, 0.38367], [-1.86992, 4.16467, 1.94272], [-2.65472, 2.94997, 0.80731], [-2.16759, 2.22677, 3.36436], [-0.47762, 2.02120, 2.76819], [-1.05594, 0.02653, 2.05698], [-3.82883, 0.84044, 2.73488], [-2.90968, -0.65848, 3.12392], [-1.80744, -1.37402, 0.17924], [-2.85455, -2.74353, -1.71388], [-5.38714, -2.97115, -1.91603], [-6.88400, -1.76175, -0.16233], [-6.17257, -0.86636, 2.63178], [-2.63201, 4.98498, -3.78099], [-2.72747, 1.64600, -5.37940], [-3.28306, 3.16779, -5.51784], [9.19835, 2.23353, 3.02537], [9.19465, 2.22583, 4.55699], [7.73613, 2.11623, 5.01204], [6.86777, 1.25065, 3.70495], [5.91062, 2.15212, 3.11285], [6.49634, -0.06657, 4.16672], [8.26592, 1.10415, 2.60310], [10.20204, 2.09549, 2.62205], [8.81579, 3.19076, 2.66020], [9.75885, 1.36134, 4.91776], [9.66803, 3.11907, 4.96642], [7.64436, 1.55292, 5.93944], [7.27774, 3.09839, 5.12714], [7.93309, 1.18481, 1.56940], [8.72498, 0.12933, 2.77564], [-1.73269, -7.07802, -1.45071], [-2.22245, -7.68178, -2.77081], [-3.58138, -7.05017, -3.08840], [-3.57061, -5.42882, -2.32408], [-4.56105, -5.40874, -1.27724], [-3.51867, -4.41762, -3.35334], [-1.95573, -5.57533, -1.57454], [-0.68449, -7.31265, -1.26225], [-2.32306, -7.47676, -0.62088], [-1.51067, -7.44327, -3.56599], [-2.29764, -8.76858, -2.71455], [-3.73506, -6.94131, -4.16095], [-4.40040, -7.62199, -2.65219], [-1.94403, -5.05781, -0.61649], [-1.23071, -5.12474, -2.25463], [4.02692, -3.22409, 5.10256], [5.19844, -3.50809, 4.15834], [5.78329, -4.86891, 4.54865], [4.43502, -5.80695, 5.26638], [4.72550, -6.03747, 6.66050], [4.07013, -6.87865, 4.37256], [3.21095, -4.51099, 5.14894], [3.42558, -2.38089, 4.75981], [4.40640, -2.98529, 6.10008], [4.83418, -3.54601, 3.12734], [5.95599, -2.72465, 4.20880], [6.17301, -5.40355, 3.68378], [6.56231, -4.76762, 5.30435], [2.53521, -4.56177, 6.00110], [2.65736, -4.65959, 4.22043], [-6.33656, 6.46198, -4.10187], [-6.50671, 7.45022, -5.26119], [-5.36797, 7.19423, -6.25388], [-4.92571, 5.46845, -6.07020], [-3.58472, 5.37182, -5.55216], [-5.32934, 4.74769, -7.25198], [-6.07031, 5.10755, -4.74846], [-7.21854, 6.43285, -3.46146], [-5.48176, 6.75779, -3.48684], [-7.46857, 7.27454, -5.75088], [-6.50051, 8.48430, -4.91437], [-5.67814, 7.37867, -7.28112], [-4.48898, 7.79444, -6.01799], [-5.63077, 4.38248, -4.06401], [-6.97774, 4.69982, -5.19645]],
  "forces_ev_per_angstrom": [[0.392, 0.932, -0.728], [0.271, -1.336, 1.091], [-0.241, 0.837, -0.352], [-0.364, -0.689, 1.457], [-0.764, 1.441, -1.027], [-0.553, -0.157, 0.480], [1.196, -0.003, -0.366], [-0.568, 0.622, -0.118], [0.740, -0.224, 0.275], [-1.014, 0.956, -0.290], [-0.309, -0.746, 0.059], [1.487, 0.600, 0.018], [-0.749, 0.838, 0.424], [0.081, -1.904, -0.553], [-1.035, -1.002, -1.735], [-1.683, -0.410, -0.335], [-1.382, 0.743, 1.288], [0.885, 1.619, 2.055], [1.219, 0.282, 0.361], [2.112, -0.915, -0.997], [0.179, -1.085, -0.420], [-0.049, -0.706, -1.682], [0.460, -0.607, 0.132], [0.488, -1.303, -0.277], [-0.115, 0.224, 0.183], [-0.695, -0.151, 1.865], [0.080, 0.283, 0.703], [-0.040, 0.762, -0.232], [0.503, -0.733, -0.326], [-1.145, 0.135, -0.065], [0.182, 0.430, -0.943], [0.833, 0.603, 0.040], [-0.205, -0.539, 1.044], [-0.023, -1.067, 0.435], [0.028, -0.177, -0.976], [-0.235, 0.559, -0.906], [-0.357, 1.167, 0.369], [-0.948, 0.253, -0.273], [-0.285, -1.091, -0.172], [0.154, -0.998, -0.587], [0.777, 0.489, 0.726], [0.335, -0.239, -0.757], [-1.070, 0.116, -0.128], [-0.340, 0.291, 0.226], [0.649, -0.398, -0.695], [-0.445, 0.749, -0.573], [-1.092, 0.140, 0.052], [-0.406, 0.788, 0.812], [0.503, 0.654, 0.818], [1.088, 0.105, -0.039], [0.000, 0.481, -0.440], [0.415, -1.075, 1.202], [0.632, 0.276, 0.263], [0.721, 0.238, -0.050], [0.001, 0.130, 0.026], [0.148, -0.038, 0.005], [0.306, 0.215, 0.375], [0.277, -0.018, -0.008], [-0.135, -0.257, 0.098], [-0.316, 0.093, -0.099], [0.356, 0.064, -0.246], [-0.063, 0.007, -0.001], [0.014, -0.066, -0.032], [-0.037, 0.038, -0.025], [-0.041, -0.057, 0.000], [-0.186, 0.001, -0.097], [-0.094, -0.100, -0.089], [-0.157, -0.062, 0.089], [-0.092, 0.014, 0.017], [-0.050, -0.106, 0.023], [0.132, -0.056, -0.031], [0.078, -0.485, -0.237], [0.288, -0.126, -0.070], [-0.079, 0.058, -0.213], [-0.325, 0.005, 0.166], [0.371, -0.149, 0.236], [-0.056, 0.025, 0.011], [0.045, 0.055, -0.008], [-0.037, 0.003, 0.046], [-0.009, 0.062, -0.024], [-0.124, 0.136, 0.101], [-0.011, 0.156, 0.036], [-0.149, 0.099, -0.099], [-0.090, 0.030, 0.000], [0.100, 0.037, 0.045], [0.018, 0.136, -0.127], [0.332, 0.317, -0.225], [-0.113, 0.051, -0.213], [-0.044, -0.191, -0.120], [0.073, -0.122, 0.314], [-0.222, 0.407, 0.021], [0.030, -0.028, 0.044], [-0.065, 0.001, -0.032], [0.006, -0.020, 0.050], [-0.064, -0.022, -0.017], [-0.050, -0.139, 0.149], [-0.109, -0.107, 0.043], [0.065, -0.186, -0.015], [0.050, -0.078, 0.040], [0.080, 0.130, 0.040], [-0.145, 0.003, 0.057], [-0.114, 0.524, 0.036], [-0.827, 0.059, -0.249], [0.086, 0.052, -0.353], [0.382, -0.097, 0.082], [-0.213, 0.021, 0.400], [0.061, -0.018, -0.019], [-0.046, -0.065, 0.008], [0.057, -0.005, 0.018], [0.011, -0.054, -0.044], [0.180, -0.148, -0.005], [0.032, -0.137, -0.020], [0.089, -0.030, -0.137], [0.099, -0.016, -0.060]],
  "lowdin_charge": [0.0210, -0.4732, 0.0833, -0.0377, -0.1608, -0.1355, -0.1205, -0.0772, -0.0803, -0.1150, -0.1547, -0.2322, -0.0880, -0.1625, -0.1031, -0.0244, -0.0749, -0.0733, -0.0093, -0.2451, -0.0233, -0.3141, 0.0725, 0.0499, -0.1867, 0.1068, -0.2462, 0.0938, 0.0831, 0.0808, 0.0719, 0.1234, 0.1379, 0.1270, 0.0971, 0.0823, 0.1112, 0.0904, 0.1203, 0.1142, 0.1192, 0.1098, 0.1175, 0.1010, 0.1177, 0.1277, 0.0830, 0.0778, 0.0924, 0.1082, 0.1129, 0.0973, 0.0902, 0.0541, -0.2210, -0.2156, -0.2199, 0.6546, -0.3167, -0.3382, -0.2323, 0.1172, 0.1214, 0.1181, 0.1157, 0.1040, 0.1067, 0.1104, 0.1098, -0.2206, -0.2169, -0.2212, 0.6504, -0.3144, -0.3283, -0.2361, 0.1171, 0.1207, 0.1177, 0.1143, 0.1036, 0.1054, 0.1066, 0.1124, -0.2216, -0.2202, -0.2200, 0.6629, -0.3228, -0.3279, -0.2326, 0.1077, 0.1215, 0.1131, 0.0997, 0.1036, 0.1047, 0.1075, 0.1083, -0.2165, -0.2146, -0.2176, 0.6716, -0.3351, -0.3147, -0.2245, 0.1179, 0.1224, 0.1177, 0.1155, 0.1047, 0.1073, 0.1086, 0.1110]
}


(2)
{
  "formula": "C10H14N",
  "method": "the ωB97M-V functional and the def2-TZVPD basis",
  "orbital_gap_ev": [6.88, 6.88],
  "e_above_lowest_ev": 4.6502,
  "total_charge": 1,
  "symbols": ["C", "C", "C", "C", "C", "C", "C", "C", "C", "C", "N", "H", "H", "H", "H", "H", "H", "H", "H", "H", "H", "H", "H", "H", "H"],
  "coordinates": [[1.25576, -1.47970, 0.61533], [0.21595, -0.90659, 1.34056], [1.52517, -1.63487, -0.76429], [-0.52465, 0.29209, 1.30306], [0.11373, 1.26351, -0.82339], [-0.31225, -0.08863, -1.54652], [0.77996, -1.08753, -1.85557], [-1.40451, 0.50197, 2.48140], [1.00979, -1.60300, -3.21735], [-0.42882, 2.73118, 1.10604], [-0.32488, 1.34393, 0.47594], [1.64099, -2.31739, 1.18238], [-0.03293, -1.46018, 2.32372], [2.26880, -2.40962, -1.04549], [-0.90699, -0.71951, -0.90572], [-0.70048, 0.28685, -2.44182], [-1.50791, -0.33799, 3.12283], [-2.51088, 0.57592, 2.15251], [-1.11211, 1.30650, 3.05974], [0.51452, -2.52848, -3.28292], [2.19069, -1.79884, -3.46357], [0.66089, -0.82240, -3.91768], [-1.31320, 3.12847, 0.41619], [0.45164, 3.24531, 0.82835], [-0.69748, 2.67424, 2.17087]],
  "forces_ev_per_angstrom": [[-1.000, -1.607, -1.441], [-1.166, 0.502, 1.789], [-0.314, 0.647, -1.017], [0.601, -1.846, 1.300], [-0.380, -0.511, 0.868], [2.777, -0.107, 1.571], [1.098, 0.498, 2.642], [-3.096, -1.302, -1.634], [3.386, 1.942, -0.753], [-3.327, -0.418, -2.775], [1.212, -0.170, -1.603], [0.750, 0.213, 0.151], [0.651, 0.793, -1.884], [-0.465, 0.702, 0.368], [-1.318, -0.040, 0.284], [-1.275, 0.152, -1.257], [0.621, -0.921, 0.464], [1.661, 0.693, 0.197], [0.226, 1.543, 1.222], [-0.818, -1.241, -0.555], [-2.927, 0.422, 0.822], [-0.016, -0.884, -0.048], [1.785, -0.047, 2.141], [0.904, 0.562, 0.099], [0.430, 0.427, -0.952]],
  "lowdin_charge": [0.0003, -0.0127, -0.0077, -0.2392, 0.1396, -0.1254, -0.1848, -0.0171, -0.0223, 0.0334, -0.1312, 0.1230, 0.1525, 0.1312, 0.1220, 0.0932, 0.0786, 0.1564, 0.0534, 0.0862, 0.1678, 0.0994, 0.1504, 0.0762, 0.0768]
}


(3)
{
  "formula": "C4H8INS",
  "method": "the ωB97M-V functional and the def2-TZVPD basis",
  "orbital_gap_ev": 9.31,
  "e_above_lowest_ev": 2.1873,
  "symbols": ["C", "C", "C", "C", "N", "S", "I", "H", "H", "H", "H", "H", "H", "H", "H"],
  "coordinates": [[0.63576, 2.21724, -0.13902], [-0.07045, -0.19470, -1.39869], [-0.08302, -0.39091, 1.21038], [-0.69362, 0.26174, -0.08728], [-0.44785, 1.64436, 0.05783], [0.30469, 3.96837, 0.08853], [-2.85098, -0.08790, 0.00982], [1.55387, 1.75598, -0.35424], [-0.16724, 0.37693, -2.37225], [-0.61552, -1.08641, -1.65572], [0.94974, -0.35730, -1.17677], [-0.65519, -0.49358, 2.08301], [0.76582, 0.21688, 1.34200], [0.31122, -1.42163, 0.97102], [-1.09114, 3.19556, 0.05003]],
  "forces_ev_per_angstrom": [[-0.876, 2.718, 0.783], [-1.730, -0.602, -1.014], [0.916, -2.107, -3.060], [0.268, 0.117, 0.899], [-2.446, -0.957, -0.161], [-1.051, -1.215, -0.603], [0.162, 0.092, -0.299], [1.397, -0.343, -0.337], [-0.096, 0.297, 1.709], [0.519, -1.006, -0.098], [1.250, -0.522, -0.140], [-1.110, 0.393, 0.904], [1.202, 0.513, 0.848], [-0.539, 0.869, 0.135], [2.132, 1.753, 0.436]],
  "lowdin_charge": [-0.5804, -0.1248, -0.1002, -0.9411, -0.2174, 0.6217, 0.7835, 0.0786, 0.1158, 0.0473, 0.0616, 0.0402, 0.0492, 0.1036, 0.0624]
}


Number 1: DFT total energy -112244.014 eV. Number 2: DFT total energy -12074.916 eV. Number 3: DFT total energy -24701.106 eV.